{
  "formula": "C27H40NOPb",
  "method": "wB97M-V/def2-TZVPD",
  "total_charge": 1,
  "lumo_ev": -2.94,
  "e_homo_ev": -10.172,
  "max_force_ha_per_bohr": 0.0740,
  "total_energy_ev": -37425.75905,
  "homo_lumo_gap_ha": 0.2658,
  "elements": ["C", "C", "C", "H", "H", "C", "H", "H", "H", "H", "C", "H", "C", "C", "H", "C", "H", "H", "H", "C", "H", "H", "C", "C", "N", "H", "H", "C", "H", "H", "O", "H", "C", "H", "H", "C", "C", "H", "C", "H", "H", "H", "C", "H", "H", "H", "H", "C", "H", "H", "H", "C", "H", "Pb", "C", "C", "H", "C", "H", "H", "H", "C", "C", "H", "H", "C", "H", "C", "C", "H"],
  "coordinates": [[1.434129, 1.932648, 2.442807], [2.097255, 0.996114, -1.150710], [-2.745268, 1.128035, 1.080107], [-5.546130, 2.246570, 2.937876], [-0.731059, 2.363541, -2.569050], [0.377203, 2.339736, -2.585280], [4.329820, 0.889342, 1.085477], [-4.033893, 2.793443, 1.042091], [-1.035509, -4.473499, -0.631198], [0.065010, -4.861940, 0.703782], [0.820989, -2.482374, -4.195419], [3.267862, -0.329296, 1.820200], [0.016104, -4.497195, -0.326876], [1.509209, 1.793305, 0.960236], [3.950753, -0.597049, 0.192773], [1.009964, 1.943250, -1.301021], [-0.231350, -0.988077, -5.381369], [1.711693, -3.881538, -2.802271], [-4.551256, 0.931056, 4.765044], [0.368788, -2.496693, -1.808525], [0.728424, 3.360931, -2.802295], [-1.298970, 3.323230, -0.386508], [0.629716, 2.400594, 0.001916], [2.427867, 0.938398, 0.244866], [-2.248224, 1.033987, 2.311696], [-6.096042, 1.215330, 0.770669], [1.893727, 1.090780, 2.990946], [-0.033786, -1.383585, -4.396547], [1.996917, 2.842095, 2.699215], [-5.041574, -0.154472, 1.111224], [-2.087741, 0.700701, 0.055046], [-1.324151, 0.667076, 2.389550], [-0.115481, -2.425332, 0.813661], [0.412392, 2.062168, 2.857097], [0.567732, -5.174705, -0.974842], [-5.381058, 1.174442, 2.806924], [-5.203890, 0.913646, 1.311317], [2.563865, -2.118400, -0.155973], [2.745590, 0.237674, -2.258919], [-6.281800, 0.643765, 3.110768], [-0.018348, 4.388283, 0.199171], [1.582533, -1.495656, 1.887418], [2.111090, -3.124591, -0.083607], [-4.057793, -0.331344, 3.646322], [2.052525, -0.029542, -3.076056], [-0.121374, -1.174728, 2.575705], [1.318204, -2.922049, -5.068182], [0.610548, -3.086515, -0.367648], [-1.218299, -2.470146, 0.749191], [-1.406149, -1.288065, -1.333465], [2.274156, -3.516200, 0.928704], [1.046839, -3.017763, -2.921948], [3.535095, 0.885107, -2.670463], [0.098812, -0.150291, -0.096756], [-0.439856, 3.379977, 0.299589], [3.532091, 0.162759, 0.866569], [-0.831530, 3.308170, 1.325865], [-2.909923, 1.502054, 3.535326], [-3.104155, 2.572959, 3.442219], [3.215005, -0.702290, -1.923078], [-2.256911, 1.331897, 4.388171], [-0.629377, -1.541492, -2.075053], [-4.057812, 1.738216, 0.727539], [-4.070992, 1.648384, -0.363117], [-1.384224, 0.010243, -3.375742], [-4.236601, 0.745831, 3.736733], [0.674298, 1.690968, -3.423717], [0.499829, -1.729394, 1.842226], [-0.695667, -0.845159, -3.298008], [2.624623, -3.779541, -0.804321]],
  "forces_ev_per_angstrom": [[0.27, 0.50, 0.63], [-0.42, 1.04, 0.74], [1.52, -0.58, -2.57], [-0.17, 0.01, 0.10], [0.50, 0.02, 0.17], [-0.16, 0.54, -0.54], [0.07, -0.46, 0.12], [-0.42, -0.23, -0.07], [0.16, -0.09, -0.01], [0.03, -0.19, -0.16], [-0.11, 0.03, -0.32], [0.10, 0.24, -0.33], [-0.09, -0.25, 0.12], [-0.31, -0.91, -1.00], [-0.08, 0.27, 0.19], [0.56, -0.63, 0.95], [0.29, 0.08, -0.09], [-0.14, 0.51, -0.10], [-0.07, -0.05, 0.01], [-0.90, -0.63, 0.11], [-0.28, -0.22, -0.30], [0.33, -0.09, 0.12], [1.01, -0.62, -0.45], [-0.94, 0.46, -0.42], [-0.51, 0.33, -0.07], [-0.27, -0.10, 0.10], [-0.08, 0.32, -0.33], [0.37, -0.21, 0.73], [-0.15, -0.21, 0.40], [0.01, 0.19, -0.02], [-1.78, 0.47, 2.25], [0.46, -0.14, 0.00], [1.04, 0.23, 1.82], [0.44, 0.03, -0.40], [-0.04, -0.07, -0.06], [-0.03, -0.23, -0.08], [0.23, 0.44, 0.36], [-0.19, -0.46, 0.05], [0.51, 0.05, -0.37], [-0.10, 0.13, 0.24], [-0.22, 0.01, 0.05], [-0.81, -0.55, -0.08], [0.30, 0.05, -0.12], [0.06, 0.08, 0.03], [0.23, 0.22, 0.38], [0.41, -0.79, -0.29], [-0.20, 0.11, 0.45], [-0.17, -0.34, -0.25], [0.53, -0.03, 0.36], [0.16, -0.47, -0.62], [0.11, 0.04, -0.28], [0.04, 0.30, 0.11], [-0.07, -0.42, -0.19], [1.18, 3.58, -0.51], [-0.40, 0.77, 0.08], [0.67, 0.16, 0.21], [0.19, -0.07, -0.24], [-0.95, -0.40, -0.49], [0.08, 0.04, 0.15], [-0.12, 0.39, -0.05], [0.17, 0.01, -0.18], [-0.18, 0.11, -0.68], [0.24, -0.32, 0.12], [-0.07, 0.43, 0.26], [0.31, -0.59, -0.13], [0.07, 0.23, 0.03], [-0.01, 0.24, 0.32], [-1.17, -1.69, -0.43], [-0.86, -0.89, 0.13], [-0.15, 0.27, 0.31]]
}



{
  "formula": "C27H41B2F4N10O6Ti",
  "method": "wB97M-V/def2-TZVPD",
  "total_charge": 1,
  "relative_energy_kj_mol": 59.8,
  "lumo_ev": -4.30,
  "e_homo_ev": -10.969,
  "max_force_ha_per_bohr": 0.0435,
  "total_energy_ev": -91191.75905,
  "homo_lumo_gap_ha": 0.2450,
  "elements": ["H", "F", "O", "O", "C", "H", "H", "Ti", "F", "H", "N", "H", "C", "H", "N", "C", "B", "C", "O", "H", "H", "H", "H", "F", "H", "N", "C", "H", "C", "C", "H", "H", "H", "O", "C", "N", "C", "H", "C", "O", "H", "C", "H", "H", "H", "C", "H", "H", "C", "C", "H", "B", "H", "N", "C", "C", "H", "H", "H", "C", "H", "H", "C", "C", "C", "N", "H", "C", "H", "H", "H", "C", "C", "N", "H", "C", "N", "F", "C", "H", "H", "H", "H", "N", "N", "C", "H", "C", "H", "O", "H"],
  "coordinates": [[4.737846, -2.527848, 1.321092], [-0.369763, -2.746891, -0.955639], [-1.278042, -1.199995, 0.812610], [-0.405945, -2.160315, -3.211028], [2.682059, -2.687912, -2.736902], [4.750823, -1.514518, -3.416649], [2.683826, 0.244532, 1.546827], [-0.197646, -0.615747, -0.590314], [0.637497, 3.877316, -1.451872], [-4.595256, -1.317082, -2.332800], [-0.931501, 1.901395, 2.782911], [-3.787089, -1.604682, 0.225089], [1.943711, 2.070934, -3.383449], [0.828969, -2.153771, 1.503154], [3.049661, -1.369936, -2.184052], [-4.796422, -1.640740, 3.948828], [0.564441, 2.971323, -0.407364], [1.232944, 0.977769, -2.674143], [-0.878889, 2.482087, -0.418958], [4.148212, -0.939591, 1.864527], [-2.183353, 0.968420, 1.419868], [-6.806248, -1.373614, 3.250266], [-2.703995, 3.368986, -1.491990], [0.803739, 3.550140, 0.809326], [5.728695, -1.079492, 1.126516], [0.117591, -1.043708, -2.671035], [0.702189, -0.252653, -4.913871], [3.491424, -3.413013, -2.599142], [-2.166813, 1.842099, 2.049560], [1.755335, -1.646725, 1.252248], [0.376686, -1.231847, -5.251751], [-5.093036, 0.295406, -1.763606], [2.777706, 3.109344, 3.411848], [-0.875644, -2.486459, 2.583501], [-0.779844, 2.991181, 3.732916], [4.199169, -1.213375, -0.248230], [0.639619, -0.163739, -3.432561], [2.477521, -2.591336, -3.802055], [-2.502979, 1.262766, -1.281364], [1.562764, 1.873315, -0.620017], [-2.998881, 1.768442, 2.753167], [-1.653702, -1.852609, 1.916527], [5.978905, -0.506484, -1.100173], [1.924507, -0.412133, 3.002442], [-0.697931, 3.953447, 3.215442], [-3.101443, -1.737757, 2.248438], [2.547283, -2.324970, 1.560347], [1.118767, 3.443704, 4.722791], [4.709647, -1.459535, 1.099455], [-3.465747, -1.785955, 3.589546], [-4.327632, 0.112090, -3.339178], [-1.161294, -2.930769, -2.158741], [4.436585, 0.104229, -2.776381], [0.583607, 0.435473, 1.602739], [4.411418, -0.961792, -2.543756], [1.808531, -0.294696, 1.920399], [-4.016541, 2.587205, -0.610591], [-1.639048, 3.024377, 4.402520], [1.794183, -3.062510, -2.242791], [2.549177, 2.100163, 3.071732], [2.448197, 2.723639, -2.679342], [-3.937985, 2.413601, -2.360251], [-5.406912, -1.463634, 1.627181], [-5.766533, -1.476695, 2.968790], [2.953811, -1.333141, -0.783347], [1.064423, 0.891969, -1.409791], [1.713897, -0.056234, -5.268402], [0.273503, 1.322387, 2.511505], [-2.296007, 2.741135, 1.440947], [3.279472, 1.416733, 3.511272], [1.219756, 2.670530, -3.940135], [-2.993740, -0.065634, -1.700078], [0.499186, 2.593162, 4.448853], [-1.319339, 1.271802, -0.772284], [5.709810, -2.243659, -1.313498], [-4.074324, -1.586516, 1.267889], [1.787598, -1.425412, -0.200796], [-1.340387, -4.199929, -2.533792], [-4.335441, -0.263042, -2.313012], [0.281402, 2.019302, 5.351834], [2.650750, 1.654441, -4.101311], [-6.169538, -1.369825, 0.864701], [0.053941, 0.508556, -5.354998], [1.183459, 1.759139, 3.461184], [-2.134747, -0.989133, -1.528395], [5.221749, -1.264312, -1.295833], [2.649372, 2.095799, 1.990882], [-3.332558, 2.484373, -1.458329], [-2.696077, -1.929894, 4.336055], [-2.446317, -2.246604, -1.896053], [-5.080774, -1.664846, 4.992326]],
  "forces_ev_per_angstrom": [[0.02, 0.00, 0.01], [-0.01, -0.06, -0.13], [-0.05, -0.20, -0.18], [-0.04, -0.01, 0.05], [-0.02, 0.03, -0.03], [0.00, 0.03, -0.01], [-0.10, -0.16, -0.04], [-0.10, -0.32, 2.21], [0.04, 0.03, -0.06], [0.01, 0.00, 0.00], [0.19, -0.04, -0.14], [-0.02, -0.01, 0.05], [0.05, 0.01, 0.03], [0.03, 0.00, 0.06], [-0.07, -0.01, 0.01], [-0.01, -0.02, -0.01], [-0.05, -0.11, -0.17], [0.03, -0.20, -0.18], [0.10, -0.04, 0.29], [0.03, -0.03, 0.00], [-0.02, -0.24, -0.09], [0.00, 0.00, 0.00], [0.01, -0.01, -0.02], [0.06, 0.00, 0.08], [0.01, 0.00, 0.00], [-0.16, 0.11, -0.11], [-0.01, -0.04, -0.01], [0.00, -0.01, 0.00], [-0.12, -0.02, 0.17], [-0.03, -0.05, -0.15], [-0.01, 0.01, 0.01], [0.00, -0.01, 0.01], [-0.02, 0.01, 0.03], [-0.01, 0.07, 0.11], [-0.01, 0.02, 0.05], [0.04, -0.12, 0.02], [0.22, 0.07, 0.03], [-0.01, 0.01, 0.00], [-0.02, 0.00, 0.07], [-0.08, 0.07, 0.03], [0.02, -0.03, 0.03], [0.06, -0.07, -0.22], [0.02, -0.02, 0.00], [-0.05, -0.05, -0.04], [0.02, -0.03, -0.04], [0.01, 0.14, 0.10], [0.03, 0.09, 0.03], [-0.02, 0.02, 0.00], [0.04, 0.08, -0.01], [-0.01, 0.03, 0.00], [0.00, -0.01, 0.00], [-0.09, 0.19, -0.37], [-0.03, 0.01, 0.04], [-0.08, 0.08, -0.30], [0.02, -0.02, -0.02], [0.00, -0.21, -0.04], [0.01, 0.01, 0.00], [0.00, 0.00, -0.01], [-0.06, 0.00, 0.02], [-0.03, 0.22, 0.14], [-0.01, -0.02, -0.01], [0.00, -0.01, 0.00], [-0.02, -0.02, 0.04], [0.01, -0.01, -0.01], [-0.06, -0.04, -0.05], [0.10, 0.40, -0.30], [0.01, -0.02, 0.01], [-0.02, 0.10, 0.04], [-0.01, -0.05, 0.03], [0.01, 0.03, -0.01], [0.01, 0.01, 0.01], [-0.02, 0.07, 0.00], [0.05, 0.02, 0.06], [0.10, 0.02, -0.55], [-0.04, -0.02, -0.01], [0.04, 0.05, -0.09], [0.12, -0.01, -0.13], [0.06, -0.05, 0.07], [-0.06, -0.02, 0.10], [0.02, -0.02, 0.00], [0.02, 0.00, 0.00], [0.00, 0.00, 0.00], [0.01, 0.00, 0.00], [-0.03, 0.13, -0.08], [0.03, 0.09, -0.48], [0.01, 0.05, 0.02], [-0.02, 0.13, -0.01], [-0.03, 0.00, 0.02], [0.00, 0.00, 0.01], [0.02, -0.02, 0.03], [0.01, 0.00, 0.00]]
}



{
  "formula": "C27H41BN4O3S",
  "method": "wB97M-V/def2-TZVPD",
  "total_charge": 2,
  "lumo_ev": -7.73,
  "e_homo_ev": -10.128,
  "max_force_ha_per_bohr": 0.0686,
  "total_energy_ev": -52258.10691,
  "homo_lumo_gap_ha": 0.0879,
  "elements": ["O", "H", "C", "C", "H", "C", "H", "C", "C", "H", "H", "C", "C", "H", "H", "C", "C", "C", "H", "H", "H", "H", "H", "H", "H", "S", "H", "H", "H", "H", "H", "C", "C", "H", "H", "C", "C", "C", "H", "H", "H", "H", "N", "H", "N", "C", "C", "C", "N", "H", "H", "C", "B", "O", "H", "H", "C", "C", "H", "H", "O", "H", "H", "H", "C", "C", "C", "C", "H", "H", "H", "H", "C", "H", "N", "C", "H"],
  "coordinates": [[-0.741355, 2.087766, 3.895297], [0.297191, 3.699294, 4.886745], [-1.260744, -6.774342, -1.586347], [-1.459529, 6.503863, 2.455425], [2.605977, 2.772189, 4.198236], [2.033312, -1.125329, -0.655536], [-2.162058, -10.517217, 0.708025], [-1.265321, 5.661786, 3.570818], [4.103589, 2.885796, -2.526710], [2.587460, 4.461657, 2.696976], [1.754695, 0.715544, 3.711761], [1.639257, -3.337304, -1.601496], [-0.493834, -6.263303, -0.540574], [2.368744, -3.048610, -2.347756], [-0.057652, 2.042373, 1.286717], [-0.965759, -8.287814, 0.673171], [1.734940, 3.775734, 2.465290], [-1.382801, 1.542906, -0.487814], [-2.109600, -10.664221, -1.067377], [3.096300, -1.310089, -0.505259], [0.254605, -6.722453, 1.433830], [-1.229680, 0.702387, 1.518284], [-2.481385, -8.426772, -2.251138], [-3.491667, -9.843081, -0.268504], [-2.416446, 3.576185, 1.203573], [1.799132, 4.161168, -5.410901], [-0.426602, 3.471746, -5.984874], [0.095709, 4.245845, -3.144669], [0.227498, -1.946714, 1.037442], [-2.028489, 2.132973, -2.928405], [-0.596117, 3.543178, -1.122446], [-0.176065, -3.950240, 0.345146], [0.425525, 2.663797, 4.482224], [1.849269, -0.649789, -1.617822], [-0.453907, 1.400493, -3.374569], [-0.529556, 3.599901, -3.803236], [1.042856, -4.581991, -1.602299], [3.039287, 3.624016, -4.233663], [0.546477, 2.068690, -1.334592], [1.646886, -0.501763, 0.149040], [4.235730, 2.431408, -1.523808], [0.801267, 4.380729, 2.385729], [5.047113, 3.316210, -3.365178], [-2.474986, 1.672328, -0.714313], [1.342154, -2.434304, -0.650726], [-1.865670, -8.009142, -1.464379], [-0.924036, 2.322962, -2.931772], [1.695949, 2.637663, 3.545673], [4.350801, 3.772852, -4.451768], [-1.058678, 6.317614, 1.427819], [-0.897766, -4.145324, 1.129900], [0.250669, 3.221619, -5.123957], [-1.593476, 3.027522, 3.277312], [2.824349, 3.044096, -2.997976], [-1.490637, 4.096612, -4.090501], [-2.000592, 7.476005, 2.599211], [-2.420780, -10.038448, -0.232631], [-0.496707, 2.470255, -1.410253], [-1.414519, -6.206725, -2.496839], [1.991654, 3.284542, 1.486339], [1.795872, 1.320543, 2.948677], [-2.040295, 4.280010, 5.044343], [0.463045, 2.123628, -5.174984], [0.686861, 2.018022, 5.372015], [-1.098762, 1.719687, 1.047489], [-2.124763, 2.668048, 1.784679], [-0.346641, -7.055963, 0.596049], [-2.127025, 4.396195, 3.924891], [1.320876, -5.292148, -2.372314], [-0.870379, -8.918417, 1.547348], [-1.134221, 0.470471, -0.750514], [-0.436099, 5.946794, 4.276555], [0.441398, -2.715289, 0.304507], [-3.056737, 2.049979, 1.960588], [-1.719910, -8.737129, -0.343227], [0.125446, -4.919816, -0.608636], [-3.200648, 4.618663, 3.722637]],
  "forces_ev_per_angstrom": [[0.15, 2.00, -0.75], [-0.18, -0.68, -0.44], [-0.03, 0.04, -0.19], [0.09, -0.08, 0.20], [-0.98, -0.05, -0.38], [0.08, 0.12, -0.06], [0.02, 0.08, -0.06], [-0.11, 0.07, -0.49], [1.37, 0.34, -0.57], [-0.84, -0.44, -0.17], [0.02, 0.20, -0.53], [-0.14, -0.22, 0.07], [-0.27, -0.47, 0.08], [-0.03, 0.05, 0.08], [-0.69, -0.31, -0.54], [0.07, 0.26, -0.10], [0.66, -0.80, -0.23], [0.69, 0.03, -0.03], [-0.09, -0.02, 0.07], [-0.04, 0.10, -0.05], [-0.05, -0.05, -0.04], [0.30, 0.96, -0.24], [0.02, -0.04, 0.09], [0.05, -0.12, -0.01], [0.27, -0.65, 0.40], [0.35, -0.08, 0.41], [1.08, -0.15, 0.52], [-0.57, -0.21, -0.72], [0.08, 0.04, -0.11], [0.85, 0.31, -0.28], [0.32, -0.83, 0.02], [-0.09, -0.11, 0.14], [1.30, -0.60, 1.30], [0.07, 0.04, 0.07], [-0.37, 0.76, 0.44], [-0.26, -1.12, 0.29], [0.05, -0.09, -0.18], [1.86, -0.31, -0.02], [-0.57, 0.95, 0.19], [-0.01, -0.05, -0.04], [-0.15, 0.49, -1.00], [0.60, -0.60, 0.02], [-2.81, -0.97, 1.89], [0.93, -0.01, 0.27], [-0.18, -0.04, 0.14], [0.14, 0.25, 0.04], [0.08, 0.11, 0.36], [-0.27, 0.51, 0.46], [-2.28, 0.16, -0.59], [-2.14, -0.91, 0.35], [0.06, 0.06, -0.04], [-0.58, -0.35, 0.63], [-0.88, -0.21, -1.07], [0.70, 0.35, -0.63], [1.04, -0.03, 0.36], [2.36, 0.15, 0.23], [-0.07, -0.01, -0.13], [-0.76, -1.15, -0.64], [-0.01, -0.07, 0.06], [-0.43, 0.62, 0.75], [0.02, 0.34, 0.42], [-0.04, 0.33, -0.97], [-0.15, 0.93, 0.04], [-0.31, 0.59, -0.76], [-0.89, -0.30, 0.05], [0.39, -1.03, 0.57], [0.06, 0.10, 0.15], [1.67, -0.63, 0.66], [0.00, 0.08, 0.04], [-0.07, -0.03, -0.10], [-0.26, 0.88, 0.00], [-2.10, 0.61, 0.65], [-0.06, -0.20, -0.03], [0.58, 0.77, -0.33], [0.11, 0.00, 0.15], [0.26, 0.51, 0.04], [0.99, -0.19, -0.20]]
}